{
  "formula": "C57H74AsBF5N10O2S5Ti",
  "method": "ωB97M-V/def2-TZVPD",
  "symbols": ["Ti", "C", "C", "C", "C", "N", "C", "C", "N", "B", "N", "C", "C", "N", "C", "S", "C", "C", "C", "C", "N", "C", "C", "N", "C", "S", "C", "C", "C", "C", "C", "S", "H", "H", "H", "H", "H", "H", "H", "H", "H", "H", "H", "H", "H", "H", "H", "H", "H", "H", "H", "H", "H", "H", "H", "H", "H", "H", "H", "H", "H", "H", "H", "H", "H", "H", "S", "C", "C", "C", "C", "C", "C", "As", "C", "C", "C", "C", "C", "C", "C", "C", "C", "C", "C", "C", "H", "H", "H", "H", "H", "H", "H", "H", "H", "H", "H", "H", "H", "H", "C", "N", "C", "N", "C", "N", "C", "N", "C", "C", "H", "H", "H", "H", "H", "H", "H", "H", "H", "H", "H", "H", "C", "C", "C", "S", "O", "C", "C", "C", "H", "H", "H", "H", "H", "H", "H", "H", "H", "H", "H", "H", "H", "H", "F", "C", "C", "F", "C", "F", "C", "O", "C", "F", "C", "F"],
  "coordinates": [[-0.5586, 0.4736, 0.6781], [3.9587, 2.0335, 3.3231], [4.3034, 0.6163, 3.7619], [4.8101, 0.7093, 5.2067], [5.3709, -0.0026, 2.8651], [3.1046, -0.2965, 3.7679], [3.1943, -1.5084, 4.4298], [1.9505, -2.0054, 4.5450], [1.0827, -1.1183, 3.9477], [-0.4245, -1.2569, 4.2720], [-1.0940, -2.3421, 3.4175], [-2.0935, -3.1201, 3.9479], [-2.4261, -4.0473, 3.0304], [-1.6218, -3.8517, 1.9281], [-0.8264, -2.7744, 2.1717], [0.2231, -1.9970, 1.0331], [-1.6174, -4.7804, 0.7433], [-2.4339, -6.0253, 1.0888], [-0.1908, -5.2128, 0.4447], [-2.2543, -4.0610, -0.4395], [-1.2090, 0.0912, 4.2820], [-1.1880, 0.8692, 5.4131], [-2.2152, 1.7389, 5.3392], [-2.8813, 1.5041, 4.1547], [-2.2280, 0.5064, 3.5124], [-2.5351, -0.1488, 1.9285], [-4.1521, 2.2682, 3.8696], [-5.0870, 2.0082, 5.0547], [-4.8478, 1.8238, 2.5910], [-3.8104, 3.7551, 3.7774], [1.7973, -0.1068, 3.4317], [1.1083, 1.1505, 2.4556], [4.8572, 2.6370, 3.4559], [3.1663, 2.4625, 3.9343], [3.6544, 2.0994, 2.2846], [5.6549, 1.3962, 5.2350], [5.1531, -0.2444, 5.6013], [4.0308, 1.0968, 5.8630], [6.2244, 0.6735, 2.8055], [5.0093, -0.1826, 1.8536], [5.7293, -0.9491, 3.2706], [4.1319, -1.9036, 4.7681], [1.5979, -2.9039, 5.0160], [-0.4777, -1.6488, 5.4069], [-2.4739, -2.9458, 4.9370], [-3.1599, -4.8249, 3.0751], [-2.1256, -6.4743, 2.0324], [-2.2621, -6.7584, 0.3025], [-3.5052, -5.8234, 1.1183], [0.2568, -5.6965, 1.3146], [0.4222, -4.3813, 0.1224], [-0.2213, -5.9303, -0.3748], [-3.2025, -3.6132, -0.1406], [-2.4466, -4.7809, -1.2359], [-1.5841, -3.3022, -0.8340], [-0.4576, 0.7192, 6.1861], [-2.5281, 2.5011, 6.0254], [-5.2296, 0.9389, 5.2120], [-6.0574, 2.4545, 4.8416], [-4.7194, 2.4503, 5.9795], [-5.0604, 0.7572, 2.5833], [-4.2731, 2.0727, 1.7021], [-5.7993, 2.3561, 2.5503], [-3.3365, 4.1202, 4.6876], [-4.7350, 4.3156, 3.6392], [-3.1517, 3.9547, 2.9365], [-1.3955, 2.5968, 1.3024], [-0.6198, 4.0821, 0.7063], [-0.2397, 5.0110, 1.6719], [0.3017, 6.2295, 1.2960], [0.4736, 6.5240, -0.0473], [0.0883, 5.6035, -1.0129], [-0.4829, 4.3891, -0.6505], [-0.7835, 2.9432, -1.9101], [-0.4995, 3.8858, -3.5969], [-1.3023, 4.9826, -3.9213], [-1.1267, 5.6558, -5.1180], [-0.1498, 5.2379, -6.0132], [0.6408, 4.1440, -5.7086], [0.4655, 3.4696, -4.5046], [-2.7061, 2.7012, -2.1561], [-3.6805, 2.8984, -1.1861], [-4.9965, 2.5216, -1.4262], [-5.3518, 1.9398, -2.6327], [-4.3869, 1.7592, -3.6140], [-3.0759, 2.1414, -3.3781], [-0.3584, 4.7663, 2.7200], [0.5969, 6.9439, 2.0530], [0.9078, 7.4677, -0.3485], [0.2401, 5.8383, -2.0586], [-2.0757, 5.3060, -3.2332], [-1.7555, 6.5035, -5.3560], [-0.0138, 5.7630, -6.9488], [1.3934, 3.8049, -6.4075], [1.0840, 2.6019, -4.3043], [-3.4224, 3.3547, -0.2408], [-5.7455, 2.6893, -0.6626], [-6.3760, 1.6435, -2.8137], [-4.6568, 1.3283, -4.5701], [-2.3376, 2.0035, -4.1619], [2.0688, 0.6899, -2.1248], [3.3902, 0.8623, -2.7198], [4.3183, -0.0367, -2.0393], [4.3704, 0.2199, -0.5983], [3.0227, 0.0746, -0.0506], [2.0498, 0.9878, -0.6822], [2.5378, 2.3699, -0.4986], [3.8765, 2.5577, -1.0504], [3.8257, 2.2398, -2.4796], [4.7914, 1.6131, -0.4138], [1.7277, -0.3319, -2.2762], [1.3707, 1.3680, -2.6117], [5.3185, 0.0927, -2.4584], [3.9996, -1.0665, -2.2080], [3.0468, 0.2824, 1.0198], [2.6812, -0.9557, -0.1924], [2.5290, 2.6115, 0.5651], [1.8571, 3.0531, -1.0097], [4.8198, 2.3795, -2.9095], [3.1313, 2.9258, -2.9702], [4.8494, 1.8342, 0.6520], [5.7861, 1.7390, -0.8467], [-0.2738, -5.1950, -4.8337], [1.2072, -4.8456, -4.8947], [1.4972, -3.3775, -4.5980], [1.5036, -2.9308, -2.8453], [0.3565, -3.6403, -2.1987], [3.0535, -3.7998, -2.3491], [2.8246, -5.0631, -1.5208], [3.1908, -4.8499, -0.0572], [-0.4347, -6.2267, -5.1449], [-0.6696, -5.0635, -3.8294], [-0.8429, -4.5559, -5.5115], [1.5836, -5.0527, -5.9002], [1.7832, -5.4852, -4.2201], [0.7587, -2.7272, -5.0733], [2.4776, -3.0638, -4.9644], [3.6194, -3.0694, -1.7695], [3.6114, -3.9971, -3.2629], [3.4204, -5.8753, -1.9403], [1.7781, -5.3588, -1.6094], [4.2442, -4.5834, 0.0441], [3.0172, -5.7504, 0.5319], [2.6010, -4.0428, 0.3825], [-4.1922, -2.4329, -4.8387], [-3.4726, -1.8685, -3.8757], [-2.2052, -1.3791, -4.1436], [-1.7075, -1.4635, -5.3763], [-1.4542, -0.7889, -3.1425], [-0.2582, -0.3010, -3.4619], [-1.9385, -0.6877, -1.8414], [-1.2291, -0.1318, -0.8579], [-3.2249, -1.1621, -1.5968], [-3.7528, -1.0550, -0.3814], [-3.9828, -1.7494, -2.5946], [-5.2014, -2.2024, -2.3166]],
  "atomic_forces_ev_per_a": [[0.5, -0.3, 0.7], [0.0, 0.0, 0.0], [-0.1, 0.0, 0.0], [0.0, 0.0, 0.0], [0.0, 0.0, 0.0], [-0.1, 0.0, 0.0], [-0.1, -0.1, 0.0], [0.2, 0.0, 0.0], [0.1, 0.1, 0.2], [0.0, 0.0, -0.2], [0.1, -0.1, -0.1], [-0.1, -0.1, 0.0], [0.0, 0.0, 0.1], [0.2, 0.0, 0.1], [-0.2, 0.0, -0.3], [0.1, 0.2, 0.1], [-0.1, 0.1, 0.0], [-0.1, 0.0, 0.0], [0.0, -0.1, 0.0], [0.1, 0.0, 0.0], [-0.2, -0.1, 0.2], [-0.1, 0.1, 0.0], [0.2, 0.0, 0.0], [0.1, 0.0, -0.1], [0.1, 0.1, -0.2], [0.1, 0.1, 0.0], [0.0, 0.0, 0.0], [0.0, 0.0, 0.0], [0.0, 0.0, 0.0], [-0.1, 0.0, 0.1], [0.1, 0.1, -0.3], [-0.3, 0.1, 0.4], [0.0, 0.0, 0.0], [0.0, 0.0, 0.0], [0.0, 0.0, 0.0], [0.0, 0.0, 0.0], [0.0, 0.0, 0.0], [0.0, 0.0, 0.0], [0.0, 0.0, 0.0], [0.0, 0.0, 0.0], [0.0, 0.0, 0.0], [0.0, 0.0, 0.0], [0.0, 0.0, 0.0], [0.0, 0.0, 0.0], [0.0, 0.0, 0.0], [0.0, -0.1, 0.0], [0.1, 0.0, 0.0], [0.0, 0.0, 0.0], [0.0, 0.0, 0.0], [0.0, 0.0, 0.0], [0.0, 0.0, 0.0], [0.0, 0.0, 0.0], [-0.1, 0.0, 0.0], [0.0, 0.0, 0.0], [0.0, 0.1, 0.0], [0.0, 0.0, 0.1], [0.0, 0.0, 0.0], [0.0, 0.0, 0.0], [0.0, 0.0, 0.0], [0.0, 0.0, 0.0], [0.0, 0.0, 0.0], [0.0, 0.0, 0.0], [0.0, 0.0, 0.0], [0.0, 0.0, 0.0], [0.0, 0.0, 0.0], [0.0, 0.0, -0.1], [0.0, 0.1, -0.4], [0.1, 0.0, 0.1], [0.0, 0.0, 0.0], [0.0, 0.0, 0.0], [0.0, 0.0, 0.0], [0.0, 0.1, 0.0], [-0.1, -0.1, 0.1], [0.0, -0.1, -0.3], [-0.1, 0.2, 0.0], [0.0, 0.0, 0.0], [0.0, 0.0, 0.0], [0.0, 0.0, 0.0], [0.0, 0.0, 0.0], [0.1, -0.1, 0.0], [0.0, 0.1, 0.1], [0.0, 0.1, 0.0], [0.0, 0.0, 0.0], [0.0, 0.0, 0.0], [0.0, 0.0, 0.0], [0.0, -0.1, 0.0], [0.0, 0.0, 0.0], [0.0, 0.0, 0.0], [0.0, 0.0, 0.0], [0.0, 0.0, 0.0], [0.0, 0.0, 0.0], [0.0, 0.0, 0.0], [0.0, 0.0, 0.0], [0.0, 0.0, 0.0], [0.0, 0.0, 0.1], [0.0, 0.0, 0.0], [0.0, 0.0, 0.0], [0.0, 0.0, 0.0], [0.0, 0.0, 0.0], [0.0, 0.0, 0.0], [-0.2, 0.1, -0.2], [0.0, 0.0, 0.1], [0.1, -0.1, -0.1], [-0.1, 0.0, 0.0], [0.1, -0.1, 0.1], [-0.3, -0.3, 0.3], [0.0, 0.2, 0.0], [-0.1, 0.0, 0.0], [0.0, 0.1, -0.1], [0.1, 0.0, 0.0], [0.1, 0.1, 0.0], [0.0, -0.1, 0.0], [0.0, 0.0, 0.0], [0.0, 0.0, 0.0], [0.0, 0.0, -0.1], [0.0, 0.0, 0.0], [0.0, 0.0, 0.0], [0.0, 0.0, 0.0], [0.0, 0.0, 0.0], [0.0, 0.0, 0.0], [0.0, 0.0, 0.0], [0.0, 0.0, 0.0], [-0.1, 0.0, 0.0], [0.1, 0.0, -0.1], [0.0, 0.0, 0.0], [0.1, -0.1, 0.0], [0.0, 0.1, 0.0], [0.0, -0.1, -0.1], [0.0, 0.0, 0.0], [0.0, 0.0, 0.0], [0.0, 0.0, 0.0], [0.0, 0.0, 0.0], [0.0, 0.0, 0.0], [0.0, 0.0, 0.0], [0.0, 0.0, 0.0], [0.0, 0.0, 0.1], [0.0, 0.0, 0.0], [0.0, 0.0, 0.0], [0.0, 0.0, 0.0], [0.0, 0.0, 0.0], [0.0, 0.0, 0.0], [0.0, 0.0, 0.0], [0.0, 0.0, 0.0], [0.0, 0.0, 0.0], [0.0, 0.0, 0.0], [0.1, 0.1, 0.1], [-0.1, 0.0, 0.1], [0.1, 0.0, -0.1], [-0.3, -0.1, 0.0], [0.1, 0.0, 0.0], [-0.1, 0.0, 0.0], [-0.1, 0.2, -0.2], [0.0, 0.0, -0.4], [0.0, 0.0, 0.1], [0.1, 0.1, 0.0], [-0.1, 0.0, 0.0]],
  "e_homo_ev": -9.910,
  "orbital_gap_ev": 6.697,
  "energy_ha": -8514.835006,
  "total_charge": 1
}